No. 1
Formula: H26O13
Source: OMol25
Level of theory: ωB97M-V/def2-TZVPD

The geometry in XYZ format:
```
39
Properties=species:S:1:pos:R:3:nbo_charge:R:1
H 0.07623 0.21866 0.64411 0.47
H -0.24949 1.42120 -0.22644 0.46
H -1.08864 3.44253 -1.67078 0.47
H -0.58081 3.58673 -3.09604 0.48
H -3.81461 2.10735 -0.29049 0.46
H -5.09898 1.30501 -0.16136 0.47
H 0.75971 -1.73858 1.33014 0.47
H 1.69407 -1.73453 2.52889 0.47
H -3.21146 -1.65189 0.91381 0.47
H -4.66529 -2.01278 1.17104 0.47
H -2.14923 2.02340 2.47717 0.46
H -2.82630 0.99002 1.59187 0.47
H 0.68057 1.02822 3.03361 0.46
H 0.06607 1.86772 1.92561 0.45
H 0.46434 -3.55952 -2.56896 0.43
H -0.97676 -4.02581 -2.69475 0.46
H -2.22549 -2.66074 -2.96309 0.44
H -1.63271 -2.05283 -1.70250 0.47
H 3.49962 -4.46006 -0.27929 0.47
H 2.63114 -3.23976 -0.53747 0.47
H 2.38821 3.41147 -3.06155 0.47
H 3.29233 4.44538 -2.41067 0.47
H 2.37051 1.41443 2.47257 0.45
H 3.06715 0.86553 3.70685 0.46
H 3.46034 -1.42344 -0.81095 0.48
H 3.56719 -0.35674 0.26644 0.48
O -0.36042 0.46493 -0.17910 -0.92
O -0.43523 3.91279 -2.20078 -0.94
O -4.21532 1.26836 -0.54450 -0.93
O 0.76878 -1.85419 2.28698 -0.94
O -4.07950 -1.25661 1.05257 -0.94
O -2.16342 1.07883 2.28592 -0.94
O 0.10019 1.78328 2.88514 -0.91
O -0.42748 -3.36358 -2.26033 -0.92
O -1.47099 -2.15064 -2.64763 -0.88
O 3.48637 -3.50161 -0.17830 -0.94
O 3.21934 3.88245 -3.18962 -0.94
O 3.05608 1.62687 3.11589 -0.92
O 3.02392 -1.10185 -0.01402 -0.96
```

- LUMO energy (eV) = -0.16
- HOMO level (eV) = -7.00
- relative energy (zero: lowest compared OMol25 entry of this formula, charge and spin) (eV) = 8.937

---

No. 2
Formula: C4H6O2
Source: OMol25
Level of theory: ωB97M-V/def2-TZVPD

The geometry in XYZ format:
```
12
Properties=species:S:1:pos:R:3:nbo_charge:R:1
C -1.61952 -0.13760 0.95521 -0.66
C -0.14980 0.14541 0.90149 -0.21
C 0.63476 -0.04298 -0.16347 0.16
O 0.28103 -0.63264 -1.34386 -0.68
C 2.02074 0.49218 -0.20865 0.39
O 2.60898 0.93737 0.74987 -0.51
H -2.13381 0.70579 1.42796 0.23
H -2.05009 -0.25099 -0.04699 0.20
H -1.86612 -1.03434 1.53641 0.23
H -0.50666 -1.17170 -1.19881 0.48
H 0.33221 0.59184 1.76607 0.23
H 2.46929 0.48485 -1.22291 0.12
```

- LUMO energy (eV) = 0.45
- HOMO level (eV) = -9.23
- relative energy (zero: lowest compared OMol25 entry of this formula, charge and spin) (eV) = 1.250
- SMILES string = C/C=C(\O)C=O